(1)
The following is a quantum chemistry calculation of the ion C2H5N2O with charge +1, from the Open Molecules 2025 dataset.

Output
Electronic energy   -263.5499 a.u.
Net charge   +1
Highest occupied orbital energy   -0.5764 Eh
Spin multiplicity   1

Element x y z (Å)
N: 1.656593 0.027309 -0.057628
C: 1.020944 1.059784 -0.069229
N: -0.240522 1.398646 0.146610
C: -0.902728 -0.308224 0.097062
O: -0.237687 -1.481293 0.189836
H: 2.396770 -0.607847 -0.249521
H: -0.591531 2.299946 0.353891
H: -1.635286 -0.110946 0.869932
H: -1.301647 -0.082803 -0.865225
H: -0.164902 -2.194571 -0.415731

Cartesian forces, eV/Å:
N -0.5 4.2 -0.3
C -1.3 -3.6 1.3
N 4.7 -3.1 -1.1
C -2.8 -0.7 -1.1
O 0.0 3.5 3.5
H 0.6 0.0 -0.3
H -0.6 0.8 0.3
H 0.4 -0.4 0.5
H -0.3 -0.4 -0.7
H -0.2 -0.2 -2.1



(2)
The following is a quantum chemistry calculation of a cluster of 2 separate species, C2H2N4 in total, from the Open Molecules 2025 dataset.

Output
Electronic energy   -296.2279 a.u.
Highest occupied orbital energy (spin up / spin down)   -0.4154 / -0.3719 Eh
Spin multiplicity   1

Element x y z (Å)
C: 0.853814 -0.059169 -0.900619
C: -1.070527 -1.671768 0.111102
N: 1.122080 -0.145651 -2.012962
N: -1.976654 -2.369218 -0.009306
N: 0.386405 1.207791 0.725321
N: 0.678421 -0.009566 0.414555
H: 0.102958 1.301396 1.693500
H: -0.096497 1.746186 -0.021590

Cartesian forces, eV/Å:
C 0.5 -1.1 -1.0
C 1.3 1.4 0.4
N 0.1 0.2 -0.7
N -0.7 -0.6 -0.1
N -1.6 0.7 0.1
N -0.2 -1.0 0.3
H 0.1 0.4 -0.1
H 0.4 0.1 1.1



(3)
The following is a quantum chemistry calculation of a cluster of 2 separate species, C2H6N4S in total, from the Open Molecules 2025 dataset.

Output
Electronic energy   -696.8183 a.u.
Highest occupied orbital energy (spin up / spin down)   -0.2721 / -0.2537 Eh
Spin multiplicity   1

Element x y z (Å)
C: -0.088486 -0.343368 0.683941
C: 1.300789 -0.415010 0.003435
N: -1.384198 0.721916 -1.959558
N: 1.186001 -0.921631 -1.301628
N: 0.798104 -0.811252 -2.376255
N: -0.413878 0.988364 -2.651480
S: 0.061813 2.138150 -3.688302
H: -0.877222 -0.496320 -0.095197
H: -0.274326 -1.156909 1.531523
H: -0.279523 0.709730 1.041566
H: 1.852547 -1.134278 0.721157
H: 1.695603 0.571263 -0.168320
H: -2.354814 1.069654 -2.209947

Cartesian forces, eV/Å:
C -1.9 -0.4 0.7
C -0.7 -0.8 2.6
N -1.8 -1.2 0.1
N -0.2 -1.7 -2.5
N 0.4 0.6 1.5
N 0.8 0.2 0.4
S -0.4 -0.1 -0.4
H 0.6 0.1 0.8
H 0.7 1.9 -1.8
H 0.3 -1.3 0.0
H 0.1 1.4 -1.9
H 0.6 0.4 0.6
H 1.4 0.7 -0.1



(4)
The following is a quantum chemistry calculation of the ion C25H50BF3NO3 with charge +1, from the Open Molecules 2025 dataset.

Output
Electronic energy   -1587.2935 a.u.
Net charge   +1
Highest occupied orbital energy   -0.4371 Eh
Spin multiplicity   1

Element x y z (Å)
C: 6.781293 -4.103592 2.505419
C: 6.810560 -2.630876 2.990335
C: 5.521857 -1.927709 2.466213
C: 5.692389 -1.605651 0.939668
C: 4.594457 -2.277963 0.065407
C: 4.451415 -1.475409 -1.261776
C: 3.553511 -0.214297 -1.091554
C: 4.319267 1.143948 -1.236683
C: 4.157952 1.807752 -2.622660
C: 2.825539 2.590096 -2.847443
C: 1.908754 2.692084 -1.623204
C: 0.518073 3.274464 -1.933376
C: -0.296277 3.704650 -0.686075
C: -0.332059 2.678934 0.467489
C: -1.480540 1.605387 0.339850
C: -2.791351 2.179168 0.930984
C: -3.624856 2.814379 -0.233094
C: -4.991967 2.105233 -0.521322
C: -4.855536 0.554915 -0.374920
C: -4.096933 0.025086 -1.628874
C: -4.675034 -1.295112 -2.211533
O: -5.384821 -1.024872 -3.425905
C: -4.270233 0.102494 1.008196
B: -3.448055 -1.283984 0.989290
O: -2.303717 -1.508278 0.304516
O: -3.909778 -2.333863 1.773282
C: -5.151381 -2.899324 1.282880
C: -4.811537 -4.238287 0.557278
N: -3.630221 1.259806 1.756970
C: -3.099665 0.935190 3.093383
F: -1.876422 0.521981 3.106525
F: -3.918214 0.179942 3.760323
F: -3.110006 2.110341 3.761133
H: 7.524061 -4.722531 3.022701
H: 5.774528 -4.513641 2.670114
H: 6.963863 -4.133523 1.421688
H: 6.801788 -2.584094 4.087662
H: 7.672962 -2.111807 2.554589
H: 5.398628 -0.967842 2.990576
H: 4.636692 -2.565300 2.586922
H: 6.673742 -1.964828 0.601763
H: 5.610480 -0.524436 0.752651
H: 4.857538 -3.323369 -0.156410
H: 3.627803 -2.310693 0.594093
H: 3.913227 -2.153094 -1.945115
H: 5.436489 -1.208617 -1.667577
H: 2.776441 -0.223215 -1.872186
H: 3.068591 -0.256470 -0.102970
H: 5.388878 0.897755 -1.123076
H: 4.082826 1.800474 -0.388242
H: 5.043620 2.441943 -2.776420
H: 4.257897 0.999009 -3.364903
H: 2.313645 2.165436 -3.725704
H: 3.089502 3.616977 -3.150686
H: 2.413356 3.318635 -0.866972
H: 1.742885 1.721968 -1.126915
H: 0.695612 4.198090 -2.514812
H: -0.067810 2.631957 -2.613547
H: -1.283251 4.039597 -1.031754
H: 0.201734 4.604942 -0.288853
H: -0.411839 3.246763 1.409251
H: 0.596864 2.102607 0.559358
H: -1.087377 0.706258 0.825900
H: -1.532001 1.390182 -0.735193
H: -2.502303 3.039489 1.545740
H: -3.840323 3.863990 0.009354
H: -3.061649 2.804012 -1.169559
H: -5.341145 2.396456 -1.514602
H: -5.740672 2.432341 0.225453
H: -5.876907 0.150199 -0.442098
H: -4.289853 0.759666 -2.428563
H: -3.006174 -0.005972 -1.533796
H: -3.894216 -2.044386 -2.396746
H: -5.430595 -1.682414 -1.502676
H: -5.158374 -1.744504 -4.030572
H: -5.167337 -0.114214 1.609466
H: -1.927264 -2.377007 0.518433
H: -5.738411 -2.216887 0.650856
H: -5.718926 -3.188614 2.177069
H: -3.763057 -4.215940 0.229858
H: -5.498580 -4.437176 -0.271823
H: -4.853710 -5.044764 1.300148
H: -4.448341 1.839960 1.997403

Cartesian forces, eV/Å:
C 0.1 0.5 0.1
C -1.3 -0.5 -0.3
C 1.3 0.6 -0.8
C -1.2 -0.6 0.4
C 0.8 0.6 -0.4
C -1.3 -0.7 0.4
C 0.5 0.5 -0.2
C 0.4 -0.8 0.1
C 0.1 -0.3 0.5
C 0.4 0.1 -0.3
C -0.5 -0.3 0.3
C 0.3 0.8 -0.3
C 1.0 0.1 -0.1
C -0.7 -0.2 0.0
C 1.3 0.4 0.5
C 1.4 1.1 -2.0
C -1.4 -0.2 0.0
C 0.6 -0.3 1.7
C 0.5 0.6 -1.3
C -0.4 0.1 -0.7
C -0.2 0.3 0.3
O 0.6 -0.3 0.1
C -1.1 -0.5 -0.6
B 0.4 -1.2 0.8
O 0.3 0.6 0.0
O -0.5 0.9 -0.8
C 0.2 -1.7 0.6
C 0.1 0.5 0.5
N -1.1 0.1 -0.7
C 0.0 2.4 1.6
F 0.5 -1.1 -0.6
F -0.4 -1.3 -0.3
F 0.1 0.3 -0.3
H -0.2 0.1 -0.2
H 0.3 -0.1 0.1
H 0.0 -0.1 0.3
H 0.4 0.0 -0.3
H 0.0 -0.1 0.5
H -0.2 -0.4 0.0
H 0.2 0.2 0.3
H -0.2 0.3 -0.1
H 0.3 -0.2 0.2
H 0.0 0.2 0.1
H 0.2 0.2 -0.2
H 0.5 0.3 -0.2
H -0.3 -0.2 0.0
H 0.0 -0.1 0.4
H 0.0 0.0 -0.3
H -0.3 0.2 0.0
H 0.0 0.1 -0.4
H -0.4 0.1 0.0
H -0.1 0.3 0.1
H -0.1 0.0 0.4
H -0.2 -0.3 0.1
H -0.3 -0.1 -0.2
H 0.3 0.1 -0.3
H -0.2 -0.3 0.1
H 0.3 -0.1 0.3
H 0.1 -0.2 0.4
H -0.2 -0.2 -0.1
H -0.2 -0.4 -0.1
H -0.1 0.4 -0.3
H -0.5 0.1 0.0
H -0.5 -0.2 0.4
H -0.2 -0.6 0.5
H 0.1 -0.2 -0.1
H 0.2 -0.1 0.4
H -0.1 -0.2 0.2
H 0.1 0.1 -0.4
H 0.3 0.0 0.2
H 0.1 -0.2 0.2
H -0.3 -0.1 0.3
H -0.2 0.2 0.2
H 0.5 -0.2 -0.1
H -0.3 0.3 0.0
H 0.5 0.0 0.1
H -0.2 0.2 -0.1
H 0.3 0.0 0.2
H -0.2 0.5 -0.3
H -0.4 0.1 -0.3
H 0.2 -0.1 0.2
H -0.2 0.1 -0.3
H 0.2 0.0 0.0



(5)
The following is a quantum chemistry calculation of a structure of composition C38H36N14O4SSn, from the Open Molecules 2025 dataset.

Output
Electronic energy   -3149.2344 a.u.
Net charge   +2
Highest occupied orbital energy   -0.4378 Eh
Spin multiplicity   1

Element x y z (Å)
Sn: 1.177536 1.040249 -1.149415
N: -2.966930 0.148732 -0.590409
C: -1.951387 0.671757 0.079583
O: -0.779980 0.330339 -0.188596
C: -2.326332 1.609653 1.201098
C: -1.178103 2.321228 1.895653
H: -2.775149 -0.429553 -1.394251
H: -3.912278 0.462777 -0.444244
H: -2.924436 1.043850 1.923565
H: -2.971803 2.371646 0.763822
H: -1.603457 2.967456 2.662834
H: -0.625022 2.950976 1.200324
N: -0.185745 7.991233 -5.267406
C: -0.306698 6.913281 -4.452812
C: 0.840183 6.259130 -3.967009
C: 0.720109 5.152483 -3.163434
C: -0.546786 4.683254 -2.817001
C: -1.694862 5.325416 -3.277724
C: -1.573793 6.434593 -4.081130
S: -0.691257 3.250627 -1.893727
O: -2.041771 3.160207 -1.370608
O: 0.341175 3.249828 -0.820848
N: -0.306110 1.906167 -2.676706
C: -0.455983 1.686933 -4.048633
N: -0.696404 2.719982 -4.841422
C: -0.808038 2.439649 -6.138705
C: -0.681898 1.158017 -6.640896
C: -0.458070 0.162479 -5.706378
N: -0.354657 0.406605 -4.403242
H: 0.715255 8.362199 -5.505461
H: -0.995121 8.491404 -5.586419
H: 1.820023 6.634786 -4.232610
H: 1.606507 4.655117 -2.791676
H: -2.669553 4.954523 -2.997235
H: -2.460237 6.945732 -4.434130
H: -1.006008 3.281962 -6.790917
H: -0.765366 0.944332 -7.695165
H: -0.371530 -0.876952 -6.006697
C: 3.594960 -4.372417 1.106057
N: 3.313495 -2.964380 0.815477
C: 2.193648 -2.387862 0.377420
N: 2.368080 -1.079428 0.273848
C: 3.660990 -0.920472 0.659172
N: 4.266427 -2.029936 1.009591
C: 2.392424 -5.124108 1.621129
C: 2.221670 -6.445699 1.229022
C: 1.138370 -7.185998 1.685446
C: 0.195791 -6.599204 2.508380
C: 0.359849 -5.271008 2.897830
C: 1.465764 -4.544887 2.478410
C: -0.693315 -4.656439 3.705358
N: -1.754047 -5.217984 4.162009
N: -2.495021 -4.213858 4.776586
C: -1.812488 -3.137539 4.646923
O: -0.647636 -3.322177 3.977407
C: -2.199741 -1.794634 5.081123
C: -3.431304 -1.630786 5.709622
C: -3.851030 -0.366208 6.083145
C: -3.052725 0.738843 5.825947
C: -1.813011 0.572595 5.219478
C: -0.966105 1.814893 5.070505
N: 0.060799 1.703695 4.013651
C: -0.171761 1.354526 2.584393
N: 1.150434 1.403733 2.056876
C: 1.932056 1.744531 2.994026
N: 1.253802 1.932266 4.256090
C: -1.380451 -0.694685 4.852920
H: 4.411759 -4.361060 1.826681
H: 3.962015 -4.847818 0.196859
H: 1.292791 -2.933452 0.151106
H: 4.163671 0.033571 0.689701
H: 2.942654 -6.905718 0.564109
H: 1.020549 -8.215944 1.378252
H: -0.670948 -7.149031 2.847962
H: 1.587532 -3.521285 2.811184
H: -4.048473 -2.500522 5.888617
H: -4.807392 -0.236481 6.570304
H: -3.390154 1.726508 6.116599
H: -0.424454 2.069147 5.980059
H: -1.587020 2.668106 4.793413
H: -0.552927 0.330644 2.549926
H: 2.999022 1.891133 2.931235
H: -0.397990 -0.863086 4.425968
C: 2.183847 -3.473619 -3.683348
C: 3.217085 -2.552862 -3.649035
C: 2.963941 -1.293971 -3.129376
N: 1.771311 -0.929470 -2.665801
C: 0.777822 -1.824301 -2.697570
C: 0.938238 -3.103947 -3.194141
H: 2.343337 -4.463462 -4.090352
H: 4.202083 -2.795586 -4.021140
H: 3.746774 -0.544733 -3.091003
H: -0.184424 -1.499267 -2.323022
H: 0.103417 -3.790963 -3.206987

Cartesian forces, eV/Å:
Sn 0.5 0.2 -0.5
N 0.0 0.0 -0.1
C -0.1 -0.1 -0.3
O 0.2 0.0 0.4
C 0.0 0.0 0.0
C 0.1 -0.1 0.1
H 0.0 0.0 0.0
H 0.0 0.0 0.0
H 0.0 0.0 0.0
H 0.0 0.0 0.0
H 0.0 0.1 -0.1
H 0.0 0.0 0.0
N 0.0 0.0 0.0
C 0.1 0.1 0.0
C 0.0 0.0 0.0
C -0.1 0.0 0.0
C 0.2 0.3 -0.1
C 0.1 0.1 0.0
C -0.1 -0.1 0.0
S -0.8 0.0 0.6
O 0.2 0.1 -0.2
O -0.2 0.1 0.0
N 0.7 -0.1 0.1
C -0.4 -0.1 0.6
N 0.0 -0.2 -0.4
C 0.0 0.1 0.0
C 0.0 0.0 0.0
C 0.0 -0.1 0.0
N 0.0 0.0 -0.2
H 0.0 0.0 0.0
H 0.0 0.0 0.0
H 0.0 0.0 0.0
H 0.0 0.0 0.0
H 0.0 0.0 0.0
H 0.0 0.0 0.0
H 0.0 0.0 0.0
H 0.0 0.0 0.0
H 0.0 0.0 0.0
C 0.0 0.1 0.0
N 0.1 -0.1 0.2
C 0.0 0.1 -0.1
N -0.1 -0.3 0.0
C 0.0 0.1 0.1
N -0.1 -0.1 -0.1
C 0.0 0.0 -0.1
C -0.1 0.0 0.0
C 0.0 0.0 0.0
C 0.0 0.0 0.0
C -0.1 -0.1 0.1
C 0.0 0.1 0.0
C 0.2 -0.1 -0.2
N -0.2 0.2 0.1
N 0.1 -0.3 0.0
C -0.1 0.3 0.1
O 0.0 0.0 0.0
C -0.1 -0.1 0.0
C 0.0 0.0 0.0
C 0.0 0.0 0.0
C 0.0 -0.1 0.0
C 0.0 0.1 0.0
C 0.1 0.0 -0.1
N 0.1 0.0 0.2
C 0.0 0.2 -0.1
N -0.1 0.1 -0.1
C -0.3 0.0 0.1
N -0.1 -0.1 -0.2
C 0.1 0.0 0.1
H 0.0 0.0 0.0
H 0.0 0.0 0.0
H 0.0 0.0 0.0
H 0.0 0.0 0.0
H 0.0 0.0 0.0
H 0.0 0.0 0.0
H 0.0 0.0 0.0
H 0.0 0.0 0.0
H 0.0 0.0 0.0
H 0.0 0.0 0.0
H 0.0 0.0 0.0
H 0.1 0.0 0.0
H 0.0 0.0 0.0
H 0.1 -0.1 0.1
H 0.0 0.0 0.1
H 0.0 0.0 0.0
C 0.0 0.0 0.0
C 0.0 0.0 0.0
C 0.1 0.2 0.0
N -0.5 -0.2 0.1
C 0.1 -0.1 -0.1
C 0.0 0.0 0.0
H 0.0 0.0 0.0
H 0.0 0.0 0.0
H 0.0 0.0 0.0
H 0.0 0.1 0.0
H 0.0 0.0 0.0



(6)
The following is a quantum chemistry calculation of a structure of composition C9H12, from the Open Molecules 2025 dataset.

Output
Electronic energy   -349.8035 a.u.
Highest occupied orbital energy   -0.3119 Eh
Spin multiplicity   1

Element x y z (Å)
C: 3.661818 0.196469 -0.319416
C: 2.526544 0.462401 0.290280
C: 1.327362 -0.198575 0.631582
C: 0.662274 -0.972446 -0.275623
C: -0.829707 -1.492923 -0.355585
C: -1.648286 -1.177696 0.882789
C: -2.066324 -0.501467 -0.417594
C: -1.974683 0.972806 -0.640027
C: -1.582387 2.052290 0.228634
H: 3.622084 -1.117970 -0.399652
H: 4.437832 0.886093 -1.019730
H: 2.404285 1.587566 0.417012
H: 0.734363 0.560225 1.469688
H: 1.419829 -1.848303 -1.018059
H: -1.132709 -2.412035 -1.060905
H: -1.037650 -0.704918 1.760708
H: -2.169514 -1.898689 1.507903
H: -2.771586 -1.201691 -0.858953
H: -1.985993 1.518247 -1.751171
H: -1.857418 3.103605 -0.373511
H: -1.740128 2.187008 1.301627

Cartesian forces, eV/Å:
C 1.3 -4.5 -2.4
C 2.0 4.8 -0.5
C -4.2 1.3 1.0
C 0.8 -4.4 -1.2
C 0.7 0.1 -0.3
C 1.5 0.4 1.9
C 1.2 -0.7 1.6
C 1.7 4.4 -0.4
C -3.9 0.0 -4.0
H 1.2 3.8 -0.4
H -2.4 -2.1 2.7
H -0.2 -1.2 0.1
H 1.2 -2.8 -2.4
H -2.2 3.5 2.0
H 1.5 2.0 2.0
H -0.9 0.1 -2.3
H -0.8 -0.4 -1.1
H -0.7 1.3 -0.5
H -0.2 -2.5 2.6
H 1.5 -2.7 1.8
H 0.7 -0.8 -0.1